<A>
Below is a structure of composition C5H7NO, with properties calculated with ωB97M-V/def2-TZVPD.

```
! RIJCOSX wB97M-V def2-TZVPD def2/J DEFGRID3
* xyz 0 1
O 2.26951 -0.49678 -1.16105
C 1.53051 0.41008 -0.85836
C 0.43739 0.23530 0.11409
C -0.62676 -0.42428 -0.81193
N -1.31078 -0.44356 0.53506
C -0.77936 0.98583 0.67687
C 0.05512 -0.86930 1.08967
H 1.34646 1.28900 -1.51693
H -1.08644 0.21339 -1.57515
H -0.32012 -1.38201 -1.24209
H -1.25415 1.72732 0.02703
H -0.77948 1.31503 1.72033
H 0.12172 -0.68593 2.16539
H 0.39637 -1.87408 0.83707
*
```

Its frontier orbital gap is 9.778 eV. For the LUMO energy, the calculation gives 0.77 eV. As for the HOMO energy: -9.01 eV.

Let us look at the Löwdin charges, expressed in e, one per atom: 0.05, -0.23, -0.33, -0.13, -0.01, -0.09, -0.09, 0.14, 0.12, 0.12, 0.11, 0.11, 0.11, 0.12

---

<B>
Below is the molecule C5H7NO, with properties calculated with ωB97M-V/def2-TZVPD.

```
! RIJCOSX wB97M-V def2-TZVPD def2/J DEFGRID3
* xyz 0 1
N 2.20137 -0.24300 -0.91769
C 1.28067 -0.03683 0.11166
O 0.76694 -1.15558 0.64835
C -0.22171 -0.82454 -0.48648
C -1.51156 -0.45503 0.21714
C -0.97596 0.87080 0.77243
C 0.27359 0.89823 -0.10135
H 2.76117 -1.05689 -0.66569
H 1.43239 -0.67084 -1.52338
H -1.84414 -1.21764 0.92522
H -2.27288 -0.30063 -0.55484
H -0.71774 0.80326 1.83104
H -1.61633 1.73781 0.60834
H 0.44419 1.65089 -0.86476
*
```

The SMILES is N[C@]12O[C@@]13CC[C@@H]23. Its frontier orbital gap is 9.199 eV. For the LUMO energy, the calculation gives 0.69 eV. As for the HOMO energy: -8.51 eV.

Let us look at the Löwdin charges, expressed in e, one per atom: 0.10, -0.49, -0.01, -0.03, -0.18, -0.14, -0.04, 0.09, 0.09, 0.11, 0.11, 0.12, 0.11, 0.14

---

<C>
Below is the molecule C5H7NO, with properties calculated with ωB97M-V/def2-TZVPD.

```
! RIJCOSX wB97M-V def2-TZVPD def2/J DEFGRID3
* xyz 0 1
N 2.99557 0.76963 0.89402
C 1.97528 0.33047 0.31841
O 1.42018 -0.81245 -0.12152
C -1.74253 -0.36845 -1.53072
C -1.52485 -0.51830 -0.08326
C -0.60247 0.55988 0.49496
C 0.68478 0.48947 -0.28077
H 3.64011 0.00683 1.10417
H -2.14725 -1.33253 -1.89776
H -1.25846 -1.52014 0.28691
H -2.58124 -0.36213 0.23720
H -0.41783 0.42676 1.56619
H -1.04674 1.54905 0.34010
H 0.60546 0.78189 -1.32792
*
```

Its frontier orbital gap is 8.568 eV. For the LUMO energy, the calculation gives -0.59 eV. As for the HOMO energy: -9.16 eV.

Let us look at the Löwdin charges, expressed in e, one per atom: 0.16, -0.44, 0.07, 0.15, -0.33, -0.17, -0.17, 0.06, 0.01, 0.12, 0.14, 0.12, 0.12, 0.14

---

Of them, the most stable is <A> and the least stable is <C>.

---

<A>
Below is a structure of composition C5H7NO, with properties calculated with ωB97M-V/def2-TZVPD.

```
! RIJCOSX wB97M-V def2-TZVPD def2/J DEFGRID3
* xyz 0 1
C -2.22730 0.16835 -0.01537
C -0.82521 0.05768 -0.26162
C -0.46550 -1.14846 0.39434
O 0.97515 -1.09082 0.57558
C 1.36428 -0.00633 -0.09824
N 2.70180 0.26377 -0.04178
C 0.34697 0.69542 -0.72314
H -1.78367 -1.07933 0.83646
H -2.91400 0.57923 -0.75982
H -2.47171 0.49382 0.99380
H -0.67270 -2.06853 -0.15331
H 3.20384 -0.21200 0.69394
H 2.97680 1.22220 -0.19106
H 0.46211 1.64486 -1.22737
*
```

Its frontier orbital gap is 8.494 eV. For the LUMO energy, the calculation gives 0.83 eV. As for the HOMO energy: -7.66 eV.

Let us look at the Löwdin charges, expressed in e, one per atom: -0.05, -0.33, -0.16, 0.03, -0.40, 0.16, 0.02, 0.17, 0.05, 0.06, 0.13, 0.11, 0.11, 0.11

---

<B>
Below is the molecule C5H7NO, with properties calculated with ωB97M-V/def2-TZVPD.

```
! RIJCOSX wB97M-V def2-TZVPD def2/J DEFGRID3
* xyz 0 1
C -1.50230 -0.48475 -0.12439
C -0.54892 -1.27698 -0.63666
C 0.87965 -1.24110 -0.11594
C 1.51075 0.16029 -0.38520
O 0.55568 1.18064 -0.38482
N -0.12045 1.29939 0.83581
C -1.19112 0.56696 0.89442
H -2.53765 -0.68080 -0.32238
H -0.78463 -2.00357 -1.40636
H 0.89415 -1.43059 0.95617
H 1.45152 -2.04567 -0.54742
H 2.31576 0.36033 0.34243
H 2.00044 0.22408 -1.37916
H -1.83018 0.68888 1.79123
*
```

The SMILES is C1=CCCON=C1. Its frontier orbital gap is 10.071 eV. For the LUMO energy, the calculation gives 0.68 eV. As for the HOMO energy: -9.39 eV.

Let us look at the Löwdin charges, expressed in e, one per atom: -0.08, -0.08, -0.15, -0.21, -0.18, 0.05, -0.11, 0.09, 0.10, 0.11, 0.10, 0.12, 0.13, 0.12

---

<C>
Below is the molecule C5H7NO, with properties calculated with ωB97M-V/def2-TZVPD.

```
! RIJCOSX wB97M-V def2-TZVPD def2/J DEFGRID3
* xyz 0 1
C 1.00796 1.10739 1.15528
C 0.33726 0.51894 0.16191
C 0.68103 0.72150 -1.28851
O 0.16130 -0.40862 -1.99153
C -0.68354 -1.03189 -1.11167
C -0.71078 -0.50836 0.12720
N -1.45289 -0.92462 1.24369
H 0.69674 1.13138 2.19502
H 1.94495 1.60421 0.91308
H 1.75543 0.83007 -1.45682
H 0.16570 1.61617 -1.66378
H -1.19397 -1.90365 -1.50987
H -0.89457 -0.88606 2.08889
H -1.81462 -1.86644 1.13711
*
```

The SMILES is C=C1COC=C1N. Its frontier orbital gap is 8.512 eV. For the LUMO energy, the calculation gives 0.97 eV. As for the HOMO energy: -7.54 eV.

Let us look at the Löwdin charges, expressed in e, one per atom: 0.05, -0.25, -0.14, -0.07, -0.07, -0.29, 0.09, 0.05, 0.06, 0.13, 0.14, 0.13, 0.08, 0.09

---

Of them, the most stable is <C> and the least stable is <A>.

---

<A>
Below is a cluster of 2 separate species, H5N5 in total, with properties calculated with ωB97M-V/def2-TZVPD.

```
! RIJCOSX wB97M-V def2-TZVPD def2/J DEFGRID3
* xyz 0 1
N -0.76453 -1.60687 0.79961
N -0.54567 -1.45334 -0.38745
N 0.86421 1.78134 0.32584
N 0.51817 -1.03125 -1.04173
N -0.31852 1.92157 0.42860
H 0.06604 -1.59069 1.44993
H 1.35356 -0.62837 -0.57039
H 0.61397 -1.39476 -1.95956
H -0.98284 1.20579 0.23600
H -0.80438 2.79658 0.71914
*
```

Its frontier orbital gap is 9.560 eV. For the LUMO energy, the calculation gives 1.18 eV. As for the HOMO energy: -8.38 eV.

Let us look at the Löwdin charges, expressed in e, one per atom: 0.00, -0.26, -0.01, 0.02, -0.12, 0.05, 0.08, 0.08, 0.06, 0.11

---

<B>
Below is the molecule H5N5, with properties calculated with ωB97M-V/def2-TZVPD.

```
! RIJCOSX wB97M-V def2-TZVPD def2/J DEFGRID3
* xyz 0 1
N -2.31750 -0.25374 0.05401
N -1.19339 0.45060 0.09867
N -0.10912 -0.11621 -0.18513
N 1.11051 0.64841 -0.19423
N 2.23124 -0.16445 0.16247
H -2.22554 -1.16783 -0.33052
H -3.17803 0.38730 -0.11591
H 1.12769 1.60136 0.24509
H 2.79732 -0.47598 -0.53209
H 1.75682 -0.90945 0.79766
*
```

The SMILES is N/N=N/NN. Its frontier orbital gap is 9.516 eV. For the LUMO energy, the calculation gives 1.33 eV. As for the HOMO energy: -8.18 eV.

Let us look at the Löwdin charges, expressed in e, one per atom: -0.02, -0.15, -0.06, -0.18, -0.03, 0.06, 0.14, 0.12, 0.01, 0.11

---

Of them, the most stable is <B> and the least stable is <A>.

---

<A>
Below is a structure of composition H4KO2, with properties calculated with ωB97M-V/def2-TZVPD.

```
! RIJCOSX wB97M-V def2-TZVPD def2/J DEFGRID3
* xyz 1 1
K 0.64887 1.12264 1.37922
O 1.11153 0.59206 -1.29969
H 1.41512 1.49034 -1.43064
H 0.16931 0.63085 -1.46385
O -1.15743 -1.01819 1.22628
H -1.24340 -0.86967 0.28459
H -0.94401 -1.94804 1.30409
*
```

Its frontier orbital gap is 12.272 eV. For the LUMO energy, the calculation gives -4.22 eV. As for the HOMO energy: -16.49 eV.

Let us look at the Löwdin charges, expressed in e, one per atom: 1.00, -0.09, 0.05, 0.04, -0.09, 0.03, 0.06

---

<B>
Below is a structure of composition H4KO2, with properties calculated with ωB97M-V/def2-TZVPD.

```
! RIJCOSX wB97M-V def2-TZVPD def2/J DEFGRID3
* xyz 1 1
K -6.93644 -27.02490 -28.44720
O -6.09730 -26.26188 -26.74383
H -5.19012 -26.45372 -26.50625
H -6.56165 -26.22468 -25.90762
O -6.22174 -27.79374 -30.23771
H -6.51555 -27.20938 -30.93659
H -6.30288 -28.67210 -30.60934
*
```

Its frontier orbital gap is 12.970 eV. For the LUMO energy, the calculation gives -3.88 eV. As for the HOMO energy: -16.85 eV.

Let us look at the Löwdin charges, expressed in e, one per atom: 1.15, -0.23, 0.08, 0.08, -0.22, 0.07, 0.08

---

Of them, the most stable is <A> and the least stable is <B>.